Version one
DFT (wB97M-V/def2-TZVPD) results for C4H8N4 as an isolated structure.

2S+1: 1
Frontier orbital gap in eV: 8.88

Last column: natural (NBO) charge in e.
CARTESIAN COORDINATES (ANGSTROEM)
H -1.342 2.460 -0.293  0.226
N -0.208 0.541 -0.201  -0.352
N 0.956 -1.269 0.432  -0.228
H 2.188 -0.508 -1.307  0.227
H -0.462 -2.865 -0.040  0.228
N -2.413 -0.197 -0.225  -0.716
C -0.681 1.723 0.459  -0.442
H 1.949 1.794 -0.981  0.246
N 1.077 0.076 0.366  -0.136
C 2.301 0.526 -0.473  -0.470
C -1.163 -0.534 -0.345  0.360
H 0.551 2.208 0.353  0.217
H -2.688 0.801 -0.491  0.364
C -0.182 -1.672 0.101  -0.007
H -1.067 1.325 1.475  0.231
H 3.343 0.469 0.233  0.253

Version two
DFT (wB97M-V/def2-TZVPD) results for a single C4H8N4 molecule.

2S+1: 1
Frontier orbital gap in eV: 9.47

Last column: natural (NBO) charge in e.
CARTESIAN COORDINATES (ANGSTROEM)
H 2.863 -1.715 -0.466  0.184
H 4.505 0.107 -0.133  0.340
C -2.322 -0.277 0.726  -0.267
H -2.692 0.414 1.573  0.228
H -2.094 -1.420 1.193  0.214
H 0.409 -0.859 -0.179  0.438
C 2.638 -0.579 -0.227  0.267
H 1.158 1.929 0.364  0.196
N -0.643 1.158 -0.155  -0.340
H -2.702 1.099 -0.956  0.249
N -1.196 -0.182 -0.133  -0.343
H -2.975 -0.901 -1.249  0.212
N 1.369 -0.235 0.102  -0.673
N 3.520 0.370 0.094  -0.722
C 0.704 1.085 0.103  0.291
C -2.542 0.006 -0.658  -0.275

Which one sits at the bottom of the stability order? version one does.

Version one
DFT (wB97M-V/def2-TZVPD) results for C4H8N4 as an isolated structure.

2S+1: 1
Frontier orbital gap in eV: 7.84

Last column: natural (NBO) charge in e.
CARTESIAN COORDINATES (ANGSTROEM)
C -0.471 0.903 1.072  0.345
N -1.488 0.333 0.405  -0.558
H 3.337 -0.824 0.909  0.300
H -1.078 -2.601 -0.778  0.340
H 1.008 -0.560 2.389  0.243
N -0.748 -1.939 -0.266  -0.660
C 0.899 0.356 -0.873  0.253
H -0.420 1.370 2.128  0.223
C -1.509 -0.890 -0.368  0.242
H -2.773 -0.745 -0.910  0.177
N 0.776 0.935 0.390  -0.524
N 0.198 0.324 -1.936  -0.598
H 1.972 0.129 -1.103  0.167
H -0.819 0.434 -1.526  0.326
H 2.446 1.574 1.732  0.250
C 1.942 0.240 1.338  -0.524

Version two
DFT (wB97M-V/def2-TZVPD) results for a single C4H8N4 molecule.

2S+1: 1
Frontier orbital gap in eV: 9.34

Last column: natural (NBO) charge in e.
CARTESIAN COORDINATES (ANGSTROEM)
C 1.382 0.624 -1.238  -0.408
N -2.270 -0.456 1.380  -0.224
H -1.503 0.097 -1.783  0.230
H 1.546 0.754 1.613  0.169
N -0.544 -0.233 0.125  -0.061
C 1.541 -0.243 1.060  -0.424
H 2.236 0.083 -1.590  0.212
H 0.606 0.720 -2.009  0.212
C -1.619 -0.052 -0.634  -0.074
N -0.992 -0.507 1.503  -0.100
H 0.968 -0.967 1.668  0.253
H 2.491 -0.654 0.936  0.203
H 1.784 1.613 -0.905  0.181
C -2.698 -0.286 0.151  -0.143
H -3.809 -0.318 -0.115  0.225
N 0.882 -0.176 -0.162  -0.249

Version three
DFT (wB97M-V/def2-TZVPD) results for a single C4H8N4 molecule.

2S+1: 1
Frontier orbital gap in eV: 7.23

Last column: natural (NBO) charge in e.
CARTESIAN COORDINATES (ANGSTROEM)
C 0.239 0.006 0.983  0.307
H 0.901 0.376 -3.050  0.406
H 0.715 2.111 0.616  0.212
C 1.166 1.116 0.668  -0.294
H -0.682 -0.274 -2.881  0.383
N -1.889 -0.689 -0.219  -0.857
H -2.240 -1.337 -0.910  0.390
N 0.078 -0.483 2.254  -0.788
C 0.354 0.033 -1.158  0.429
N 0.242 -0.154 -2.498  -0.789
N 1.516 0.491 -0.627  -0.633
C -0.549 -0.358 -0.126  -0.124
H 2.053 1.135 1.306  0.191
H -2.476 -0.235 0.474  0.391
H 0.847 -0.302 2.890  0.388
H -0.274 -1.435 2.276  0.388

Which one sits at the bottom of the stability order? version one does.

Version one
DFT (wB97M-V/def2-TZVPD) results for a single C4H8N4 molecule.

2S+1: 1
Frontier orbital gap in eV: 9.88

Last column: natural (NBO) charge in e.
CARTESIAN COORDINATES (ANGSTROEM)
C -1.722 0.234 1.317  0.269
C 0.695 0.931 1.671  0.335
N 0.649 0.390 -1.479  -0.464
N 1.473 0.658 0.753  -0.454
H -2.659 0.166 2.109  0.154
H 1.202 -0.336 -3.424  0.209
H -1.086 -0.068 -0.779  0.399
H -0.798 0.515 3.042  0.400
H 1.159 1.325 2.575  0.163
C 1.192 -0.121 -0.372  0.257
H -0.457 -0.746 -2.683  0.194
N -0.554 0.450 2.094  -0.655
C 0.526 -0.588 -2.483  -0.417
N -1.901 -0.031 0.082  -0.700
H 1.457 -1.172 -0.405  0.166
H 0.824 -1.605 -2.018  0.146

Version two
DFT (wB97M-V/def2-TZVPD) results for C4H8N4 as an isolated structure.

2S+1: 1
Frontier orbital gap in eV: 9.29

Last column: natural (NBO) charge in e.
CARTESIAN COORDINATES (ANGSTROEM)
H 1.596 0.621 1.654  0.344
N 1.597 0.796 -0.619  -0.418
N 0.241 -1.647 1.480  -0.647
C -0.766 1.437 -0.151  -0.438
C 0.375 -0.758 0.635  0.387
H 1.962 0.116 -1.260  0.348
H -0.525 1.875 0.865  0.224
H 0.097 1.154 -2.260  0.233
C -0.754 -0.101 -0.308  -0.020
H -1.767 1.841 -0.567  0.220
H -0.777 -2.106 1.277  0.362
C 0.188 0.919 -1.153  -0.079
N -2.023 -0.732 -0.283  -0.855
H -2.954 -0.111 0.009  0.406
H -2.007 -1.210 -1.382  0.384
N 1.630 -0.012 0.496  -0.452

Version three
DFT (wB97M-V/def2-TZVPD) results for a single C4H8N4 molecule.

2S+1: 1
Frontier orbital gap in eV: 8.20

Last column: natural (NBO) charge in e.
CARTESIAN COORDINATES (ANGSTROEM)
C -0.141 -0.371 -1.144  0.233
N -0.377 0.073 0.032  -0.307
N -0.474 -1.564 -1.616  -0.707
H -0.424 -1.549 -2.686  0.341
C 2.951 1.102 0.869  -0.685
H -1.764 -0.196 2.094  0.237
N -2.848 -0.201 0.016  -0.529
H -3.588 -0.510 0.993  0.321
H 3.411 1.633 0.004  0.233
H 0.404 0.352 -1.708  0.166
H 1.593 -0.717 -0.309  0.225
C -1.655 -0.341 0.837  0.180
C 1.657 0.378 0.322  0.050
H 3.625 0.143 1.176  0.236
N 0.433 0.875 0.625  -0.246
H 2.727 1.950 1.728  0.253

Which one sits at the bottom of the stability order? version three does.

Version one
DFT (wB97M-V/def2-TZVPD) results for a single C4H8N4 molecule.

2S+1: 1
Frontier orbital gap in eV: 8.84

Last column: natural (NBO) charge in e.
CARTESIAN COORDINATES (ANGSTROEM)
H 1.388 -2.405 -0.237  0.223
H -2.037 1.436 -0.874  0.386
H 1.677 2.444 0.691  0.199
H 0.116 2.964 -0.908  0.237
H 0.336 -2.180 1.389  0.199
N -1.041 0.946 -0.744  -0.508
N -1.307 -0.210 0.173  -0.478
H -0.545 -1.043 -1.594  0.236
N 1.174 0.381 1.231  -0.229
N 1.460 -0.455 0.377  -0.147
H -1.305 -2.221 -0.573  0.192
H -0.920 -0.126 1.146  0.378
C -0.684 -1.297 -0.521  -0.211
C 0.679 -1.822 0.450  -0.295
C 0.961 1.688 0.477  -0.136
C 0.049 1.899 -0.481  -0.047

Version two
DFT (wB97M-V/def2-TZVPD) results for a single C4H8N4 molecule.

2S+1: 1
Frontier orbital gap in eV: 8.46

Last column: natural (NBO) charge in e.
CARTESIAN COORDINATES (ANGSTROEM)
H 0.759 1.021 -0.475  0.179
H -1.047 -1.243 0.693  0.231
N -0.001 -1.371 -1.171  -0.414
H 0.412 -0.801 -1.939  0.399
N -0.486 -2.566 -1.534  -0.219
H 1.729 2.695 0.407  0.198
C 0.714 3.071 0.769  -0.519
H -1.314 -4.374 -1.023  0.201
H -0.478 -3.366 0.431  0.154
H 0.818 4.063 1.187  0.215
C 0.131 0.517 0.272  -0.221
H 0.126 3.235 -0.152  0.200
C -0.854 -3.437 -0.697  -0.156
C -0.305 -0.734 0.009  0.050
N -0.197 1.052 1.490  -0.148
N -0.008 2.239 1.733  -0.149

Version three
DFT (wB97M-V/def2-TZVPD) results for C4H8N4 as an isolated structure.

2S+1: 1
Frontier orbital gap in eV: 7.24

Last column: natural (NBO) charge in e.
CARTESIAN COORDINATES (ANGSTROEM)
N 1.790 -1.073 -0.389  -0.132
N 0.554 -0.670 -0.347  -0.204
H 1.190 1.367 -0.648  0.177
H 3.580 0.417 -0.626  0.222
H 3.820 -0.573 0.832  0.220
C -2.415 -1.627 0.083  -0.173
H -1.023 2.427 -0.023  0.236
C -0.856 1.282 -0.247  0.037
H -1.261 -1.604 0.208  0.211
N -2.128 0.685 0.083  -0.430
C 0.287 0.585 -0.263  -0.173
H -2.701 1.422 0.162  0.360
N -2.911 -0.430 -0.025  -0.232
H 2.216 0.345 1.297  0.199
C 2.967 -0.169 0.285  -0.534
H -3.111 -2.385 -0.383  0.213

Which one sits at the bottom of the stability order? version three does.